Record 1
13
Properties=species:S:1:pos:R:3:forces:R:3:mulliken_charge:R:1 method="wB97M-V/def2-TZVPD" homo_lumo_gap_ev="6.364 / 7.812" largest_force_ev_per_a=4.2 e_lumo_ev="0.86 / -1.50" multiplicity=3 s2=2.01 total_energy_ha=-410.847548
C -0.362 0.179 -0.197 2.1 -3.3 -1.6 0.54
N 0.868 -0.612 -0.565 -1.3 1.1 2.9 -0.40
N -0.725 -2.012 -0.055 -0.2 -2.1 0.2 -0.07
N 0.688 1.077 1.422 1.9 2.3 0.8 -0.51
N -0.488 1.161 -1.114 -1.1 1.3 -1.4 -0.61
O -1.292 -0.664 0.271 0.5 0.8 -0.5 -0.34
O 0.201 -1.812 -1.008 -0.2 -0.2 -1.3 -0.20
H 1.309 -0.106 -1.325 -0.1 -0.6 -0.6 0.28
H -0.189 -2.266 0.793 -0.3 0.6 0.0 0.26
H -0.138 1.320 1.915 -1.1 0.3 0.8 0.26
H 1.104 0.333 1.918 0.8 -1.3 0.9 0.24
H -1.335 1.677 -0.993 -0.3 0.8 -0.1 0.25
H 0.359 1.727 -1.064 -0.7 0.3 0.0 0.31

Record 2
12
Properties=species:S:1:pos:R:3:forces:R:3:mulliken_charge:R:1 method="wB97M-V/def2-TZVPD" homo_lumo_gap_ev=9.038 largest_force_ev_per_a=5.6 e_lumo_ev=0.32 relative_energy_kcal_mol=0.0 total_energy_ha=-1110.763613
C -0.579 -0.540 -0.503 1.4 4.3 -3.2 0.53
C 0.322 1.427 0.268 2.7 0.2 -1.3 -0.53
C 0.548 0.529 1.450 2.1 -1.3 2.3 -0.34
N -0.156 0.711 -0.879 -2.0 -5.2 0.7 -0.52
F -1.259 -2.933 -1.084 -0.4 0.1 -0.2 -0.26
F -0.043 -1.799 -2.777 -0.6 0.3 0.3 -0.24
P -1.370 -1.556 -1.904 1.4 -0.1 1.0 0.33
S -0.274 -1.042 1.091 -0.9 -0.6 0.7 -0.14
H -0.336 2.224 0.310 -1.7 1.6 1.2 0.32
H 1.262 1.975 -0.026 -0.5 -0.7 0.3 0.24
H 1.635 0.100 1.580 -1.7 1.6 -0.4 0.26
H 0.251 0.905 2.474 0.1 -0.3 -1.3 0.35

Record 3
41
Properties=species:S:1:pos:R:3:forces:R:3:mulliken_charge:R:1 method="wB97M-V/def2-TZVPD" homo_lumo_gap_ev=9.998 largest_force_ev_per_a=10.5 charge=+1 e_lumo_ev=-3.05 relative_energy_kcal_mol=88.2 total_energy_ha=-974.074838
N -0.245 -0.050 -0.257 3.5 8.9 -4.3 -0.11
H 0.526 0.417 0.314 -1.0 -0.1 -1.6 0.13
H -0.717 0.555 -1.120 1.1 -0.6 3.6 0.38
H -0.820 -0.282 0.383 -6.0 -2.8 5.1 0.20
H 0.101 -0.664 -0.842 2.5 -5.5 -2.7 0.35
O -2.829 0.775 -0.905 -0.4 0.6 0.8 -0.58
H -3.246 0.197 -1.535 -0.5 0.1 -0.3 0.25
H -3.530 1.057 -0.275 0.7 -0.3 -0.7 0.31
O 2.840 0.340 -1.558 -1.0 3.5 0.2 -0.60
H 3.796 0.287 -1.447 0.1 -0.1 0.1 0.29
H 2.627 1.368 -1.535 0.9 -3.3 0.0 0.26
O -0.394 1.938 2.936 3.0 -3.2 0.7 -0.65
H -1.156 1.352 3.108 0.2 0.5 -0.3 0.38
H 0.439 1.194 3.043 -3.3 3.1 -0.6 0.40
O 1.251 -2.657 0.215 -0.4 -2.3 -1.9 -0.66
H 0.889 -3.157 0.973 0.4 0.3 -0.5 0.29
H 1.330 -3.368 -0.537 -0.2 2.0 2.1 0.34
O 0.077 2.852 0.039 -0.2 0.1 -0.5 -0.54
H -0.757 3.339 0.083 -0.1 -0.3 -0.1 0.26
H 0.647 3.416 0.549 0.5 0.3 0.6 0.27
O 1.106 -0.674 -3.446 -4.4 -4.8 -4.1 -0.53
H 1.076 -0.167 -4.232 0.0 0.8 -1.0 0.31
H 1.548 -0.257 -2.838 4.3 3.8 5.1 0.31
O 3.671 -1.461 1.022 -4.0 0.7 -0.8 -0.66
H 2.997 -1.894 0.366 2.1 0.7 1.6 0.38
H 2.955 -0.838 1.432 2.2 -1.3 -0.7 0.34
O 1.984 0.593 2.540 2.6 3.1 2.0 -0.86
H 2.385 1.613 2.461 -1.5 -4.1 0.4 0.38
H 2.359 0.283 3.448 -0.8 0.7 -2.3 0.36
O -2.023 -2.226 -1.599 -1.7 0.7 -1.0 -0.59
H -2.813 -1.689 -1.955 2.0 -1.6 0.4 0.30
H -1.938 -3.021 -2.173 -0.2 0.9 0.4 0.27
O -3.191 -1.723 0.917 1.5 0.3 0.9 -0.64
H -3.062 -2.088 0.061 1.0 -0.8 -1.3 0.31
H -4.108 -1.635 0.931 -2.6 0.3 0.6 0.29
O -2.226 -0.131 2.953 2.9 6.8 1.0 -0.56
H -2.586 -0.708 2.428 -3.2 -5.5 -4.4 0.26
H -2.109 -0.401 3.802 0.2 -1.6 3.5 0.33
O 0.669 2.449 -2.753 2.7 -0.6 -0.8 -0.61
H 1.605 2.326 -3.141 -2.3 0.4 0.5 0.31
H 0.869 2.740 -1.854 -0.5 0.3 0.3 0.33

Record 4
53
Properties=species:S:1:pos:R:3:forces:R:3:mulliken_charge:R:1 method="wB97M-V/def2-TZVPD" homo_lumo_gap_ev=6.253 largest_force_ev_per_a=1.2 charge=-1 e_lumo_ev=1.73 total_energy_ha=-3798.330739
Rb 0.279 1.168 -0.210 -0.7 -0.5 -0.8 1.22
N -4.288 0.330 1.494 -0.1 -0.1 0.0 0.05
C -3.096 0.743 1.011 0.1 0.0 -0.2 -0.48
N -2.235 0.013 0.400 -0.3 -0.3 0.1 0.03
C -2.510 -1.347 0.225 -0.4 0.1 0.2 -0.07
N -1.708 -2.191 -0.314 0.5 0.3 -0.1 -0.77
N -0.483 -1.630 -0.718 -0.5 -0.3 0.1 0.58
C 0.142 -2.409 -1.497 0.4 0.2 -0.2 -0.79
C 1.463 -2.039 -2.081 -0.5 0.0 0.1 0.60
C 2.253 -3.048 -2.614 0.1 -0.1 -0.1 -0.79
C 3.478 -2.719 -3.172 0.0 -0.1 0.0 -0.34
C 3.862 -1.392 -3.194 0.0 0.1 0.0 -0.86
C 3.000 -0.447 -2.651 -0.2 0.0 0.0 -0.34
N 1.829 -0.753 -2.100 0.1 0.0 0.2 0.24
C -3.828 -1.858 0.679 0.3 -0.1 -0.1 0.79
C -4.230 -3.181 0.487 0.0 0.0 0.0 -0.18
C -5.462 -3.616 0.929 0.0 0.1 0.0 -0.80
C -6.323 -2.724 1.573 0.0 -0.1 0.0 -0.33
C -5.950 -1.412 1.768 0.1 0.0 0.0 -0.91
C -4.700 -0.987 1.318 -0.1 0.2 0.1 0.07
H -4.902 0.997 1.928 0.0 0.0 0.0 0.24
H -2.886 1.799 1.163 0.1 0.0 0.0 0.41
H -0.280 -3.380 -1.759 0.1 0.0 0.0 0.28
H 1.905 -4.073 -2.589 0.0 0.0 0.0 0.42
H 4.117 -3.488 -3.586 0.0 0.0 0.0 0.41
H 4.803 -1.080 -3.625 0.0 0.0 0.0 0.40
H 3.254 0.608 -2.670 0.0 0.0 0.0 0.58
H -3.544 -3.846 -0.019 0.0 0.0 0.0 0.46
H -5.762 -4.644 0.774 0.0 0.0 0.0 0.40
H -7.293 -3.059 1.920 0.0 0.0 0.0 0.38
H -6.614 -0.711 2.261 0.0 0.0 0.0 0.35
C 2.646 3.249 3.323 0.0 -0.1 0.0 -1.89
C 3.151 2.529 2.065 0.0 0.1 0.1 1.09
O 4.578 2.589 1.987 -0.1 0.0 0.0 -0.61
P 2.433 3.349 0.612 0.4 0.2 0.1 0.46
O 3.218 4.739 0.517 0.0 0.0 -0.2 -0.48
O 2.940 2.528 -0.658 0.0 0.0 0.1 -0.39
O 0.968 3.508 0.680 0.3 0.6 0.1 -0.81
P 2.659 0.739 2.183 -0.1 0.2 0.1 0.73
O 3.206 0.226 0.684 0.0 -0.2 0.1 -0.53
O 3.529 0.181 3.246 0.1 0.0 -0.1 -0.77
O 1.176 0.609 2.127 0.4 -0.3 0.9 -0.71
H 3.014 4.276 3.322 0.0 0.0 0.0 0.38
H 3.037 2.729 4.198 0.0 0.0 0.0 0.42
H 1.558 3.256 3.371 0.0 0.0 -0.1 0.35
H 4.888 1.827 2.502 0.0 0.0 0.0 0.45
H 2.795 5.348 -0.106 0.0 -0.1 0.2 0.36
H 3.089 1.580 -0.420 0.2 0.2 0.1 0.41
H 2.745 -0.601 0.478 0.1 0.1 -0.1 0.30
Cl -0.252 3.240 -4.566 -0.1 -0.1 0.1 -0.41
Si -1.081 1.798 -3.124 -0.3 0.1 -0.6 0.22
Cl -3.163 2.563 -3.038 0.2 -0.1 0.0 -0.42
Cl -1.425 0.118 -4.514 0.0 0.1 0.1 -0.40

Record 5
11
Properties=species:S:1:pos:R:3:forces:R:3:mulliken_charge:R:1 method="wB97M-V/def2-TZVPD" homo_lumo_gap_ev=9.917 largest_force_ev_per_a=3.3 e_lumo_ev=1.12 relative_energy_kcal_mol=13.3 total_energy_ha=-206.543299
N 0.756 -1.750 -0.911 -0.2 0.7 0.1 -0.80
H 1.492 -1.455 -0.294 0.2 0.0 0.0 0.25
H 0.319 -2.578 -0.545 0.1 -0.3 -0.4 0.21
H 1.028 -1.745 -1.884 0.0 -0.5 0.3 0.22
N -0.971 0.607 -0.340 2.1 -0.7 -0.2 -0.34
C -0.370 1.340 0.642 -2.4 1.5 1.6 -0.02
N 0.276 0.942 1.671 1.0 -0.4 -1.3 -0.61
H -1.952 0.681 -0.477 -0.4 0.2 -0.3 0.20
H -0.420 -0.192 -0.674 -0.8 -0.3 0.3 0.37
H -0.782 2.377 0.668 0.6 -0.2 -0.3 0.28
H 0.623 1.771 2.144 -0.1 -0.1 0.3 0.25

Record 6
78
Properties=species:S:1:pos:R:3:forces:R:3:mulliken_charge:R:1 method="wB97M-V/def2-TZVPD" homo_lumo_gap_ev=6.775 largest_force_ev_per_a=3.7 e_lumo_ev=0.12 relative_energy_kcal_mol=10.9 total_energy_ha=-2399.369942
Pb -1.968 -3.085 4.827 -3.2 1.8 0.3 1.06
C 0.051 -3.863 6.259 1.4 1.0 0.9 -0.66
C 0.450 -2.851 5.428 0.8 -0.1 1.8 -0.37
C 1.300 -3.029 4.194 0.0 0.0 -0.4 -0.70
C 0.563 -3.255 2.824 0.2 0.0 0.3 -0.05
C -0.633 -4.185 2.863 -0.4 -0.4 -0.5 -0.61
C -0.796 -5.268 3.673 -0.6 -0.4 -1.1 -0.18
C 0.251 -5.849 4.578 0.6 0.0 0.7 -0.72
C 0.280 -5.338 6.058 -0.1 -0.2 0.2 -0.50
C -3.829 -3.614 3.702 0.5 -0.1 0.2 -1.58
H -0.457 -3.569 7.221 0.6 -0.4 -1.2 0.41
H 0.217 -1.780 5.721 0.5 -1.6 -0.3 0.51
H 1.990 -3.859 4.382 -0.1 0.3 -0.1 0.30
H 1.891 -2.109 4.093 0.0 -0.3 -0.1 0.48
H 0.263 -2.269 2.424 0.0 -0.5 0.1 -0.22
H 1.279 -3.683 2.102 -0.1 0.3 0.2 0.39
H -1.433 -3.949 2.103 0.8 -0.3 1.0 0.47
H -1.725 -5.898 3.546 1.0 1.0 0.2 0.24
H 1.240 -5.675 4.144 -0.2 -0.2 -0.1 0.28
H 0.089 -6.935 4.626 0.1 0.3 -0.1 0.47
H -0.471 -5.912 6.622 0.3 0.5 -0.2 0.26
H 1.243 -5.567 6.541 0.0 -0.2 -0.4 0.38
H -4.468 -3.721 4.606 -0.1 0.0 -1.2 0.43
H -3.640 -4.498 3.072 -0.8 0.5 0.1 0.33
H -3.810 -2.609 3.216 -0.8 -1.0 -0.1 0.37
P 0.310 3.916 -1.284 -0.7 0.8 0.5 -0.03
P -0.981 1.580 -3.809 -1.2 -0.1 -0.4 0.04
C 1.192 2.924 -2.499 0.6 -1.5 -1.0 -0.32
C 0.711 1.957 -3.342 1.8 0.8 0.4 -0.33
C 1.308 5.489 -1.215 -0.1 0.1 -0.2 0.30
C 2.673 5.558 -1.534 -0.1 0.7 0.2 0.10
C 3.351 6.790 -1.477 -0.3 -0.1 0.0 -0.65
C 2.675 7.955 -1.091 -0.4 -0.3 0.0 -0.44
C 1.305 7.892 -0.767 0.4 -0.3 -0.1 -0.50
C 0.623 6.672 -0.840 0.4 -0.3 -0.1 -0.36
C 0.875 3.076 0.269 0.1 -0.3 -0.2 0.60
C 0.365 1.776 0.476 0.3 0.2 0.4 -0.79
C 0.716 1.069 1.629 0.2 0.3 0.1 -0.24
C 1.562 1.656 2.590 -0.1 0.1 -0.3 -0.40
C 2.060 2.950 2.381 -0.3 -0.2 -0.1 -0.59
C 1.723 3.664 1.222 -0.2 -0.5 0.0 -0.37
C -0.820 1.807 -5.662 0.2 0.1 0.1 0.46
C -0.640 3.133 -6.112 0.0 -0.4 -0.3 -0.46
C -0.528 3.401 -7.479 -0.1 -0.4 0.0 -0.55
C -0.614 2.354 -8.415 0.0 -0.1 0.4 -0.45
C -0.803 1.038 -7.970 -0.1 0.3 0.2 -0.55
C -0.906 0.760 -6.596 0.1 0.4 -0.1 -0.24
C -1.076 -0.267 -3.700 0.0 0.0 0.3 0.44
C -2.349 -0.826 -3.435 0.5 -0.1 -0.2 -0.43
C -2.497 -2.211 -3.319 0.4 -0.1 -0.1 -0.53
C -1.374 -3.054 -3.442 -0.2 0.5 0.0 -0.51
C -0.113 -2.498 -3.691 -0.1 0.2 0.0 -0.63
C 0.042 -1.106 -3.824 -0.5 -0.5 0.1 0.04
H 2.294 3.044 -2.459 -0.7 -0.3 -0.2 0.24
H 1.465 1.386 -3.928 -0.3 0.6 0.5 0.45
H 3.223 4.660 -1.824 -0.1 0.3 0.1 0.14
H 4.413 6.835 -1.736 -0.4 0.0 0.1 0.37
H 3.203 8.915 -1.049 -0.2 -0.4 0.0 0.36
H 0.773 8.798 -0.464 0.2 -0.3 -0.1 0.37
H -0.448 6.622 -0.601 0.5 0.0 -0.1 0.35
H -0.303 1.326 -0.269 0.3 0.2 0.3 0.34
H 0.323 0.061 1.788 0.1 0.3 0.0 0.34
H 1.827 1.102 3.498 -0.1 0.3 -0.4 0.35
H 2.709 3.415 3.127 -0.2 -0.2 -0.2 0.35
H 2.123 4.669 1.065 -0.2 -0.4 0.0 0.29
H -0.582 3.951 -5.384 0.0 -0.3 -0.3 0.34
H -0.380 4.427 -7.821 -0.1 -0.3 0.1 0.35
H -0.537 2.566 -9.486 0.0 -0.1 0.4 0.35
H -0.882 0.220 -8.689 0.1 0.3 0.2 0.36
H -1.044 -0.273 -6.261 0.0 0.4 -0.1 0.28
H -3.218 -0.163 -3.327 0.4 -0.3 0.0 0.35
H -3.484 -2.639 -3.126 0.3 0.1 0.0 0.39
H -1.492 -4.139 -3.335 0.1 0.5 -0.1 0.38
H 0.762 -3.149 -3.780 -0.3 0.2 0.0 0.39
H 1.030 -0.687 -4.028 -0.3 -0.2 0.1 0.20
O -3.099 -6.031 8.364 0.7 1.2 -1.7 -0.62
C -2.810 -5.345 7.409 0.1 1.2 -1.5 0.65
N -2.534 -4.655 6.426 -1.0 -2.0 2.9 -0.81

Record 7
40
Properties=species:S:1:pos:R:3:forces:R:3:mulliken_charge:R:1 method="wB97M-V/def2-TZVPD" homo_lumo_gap_ev=7.038 largest_force_ev_per_a=4.2 e_lumo_ev=0.21 relative_energy_kcal_mol=73.2 total_energy_ha=-1106.185444
F -0.992 2.569 -0.075 -0.6 -0.6 0.4 -0.26
N 0.647 -1.122 0.256 0.3 -0.3 -0.1 -0.55
N -3.614 -1.170 0.839 1.5 -0.9 0.3 -0.86
O 1.581 1.597 -0.804 0.1 0.1 -0.2 -0.15
C 0.680 -2.315 0.827 0.7 -0.5 0.1 0.48
C -2.356 -1.311 1.157 -0.8 -0.1 0.1 0.20
C 3.669 0.819 -1.006 -0.1 0.3 -0.1 -0.48
C -4.360 1.505 -1.264 -0.4 -0.9 0.8 -0.57
C 3.669 2.198 -1.439 -1.1 -0.9 0.6 -0.68
C -3.068 2.191 -1.177 1.5 -0.6 1.8 -0.26
C 1.941 -0.765 0.005 0.2 0.1 0.0 0.34
C 2.383 0.503 -0.632 1.4 -0.3 0.1 0.00
C 2.784 -1.771 0.441 0.4 0.1 0.2 -0.35
C -4.702 0.514 -0.375 1.1 1.4 -0.8 -0.34
C 2.366 2.603 -1.298 1.4 0.7 -1.1 0.63
C -2.176 1.907 -0.148 -2.2 0.9 -3.4 0.05
C -0.481 -3.118 1.174 -2.4 1.1 0.4 -0.72
C -1.777 -2.659 1.313 1.2 -0.1 0.1 -0.51
N 1.988 -2.767 1.000 -0.4 0.7 -0.9 0.16
N -1.704 -0.101 1.329 2.0 0.1 -0.6 -0.24
N -3.766 0.158 0.605 -2.1 1.7 -0.9 0.49
C 1.847 3.950 -1.789 -0.3 -0.8 1.3 -1.22
C 2.412 -4.047 1.613 -1.2 0.2 -0.4 -0.94
C -2.597 0.997 0.944 0.1 -0.7 1.4 0.20
H 4.548 0.173 -1.014 -0.5 0.1 0.1 0.36
H -5.027 1.735 -2.094 0.1 0.1 0.4 0.34
H 4.509 2.794 -1.788 -0.4 -0.2 0.0 0.42
H -2.833 2.979 -1.896 0.1 -0.4 0.2 0.40
H 3.884 -1.793 0.402 -0.9 -0.2 0.2 0.33
H -5.658 -0.013 -0.399 0.6 -0.1 0.0 0.38
H -0.407 -4.183 1.313 0.5 -0.1 0.1 0.37
H -2.545 -3.377 1.612 0.3 0.1 -0.4 0.37
H -0.771 -0.128 0.857 -0.6 0.2 0.5 0.71
H 2.619 4.488 -2.338 0.0 -0.4 -0.2 0.37
H 0.940 3.826 -2.372 0.0 0.1 -0.1 0.27
H 1.637 4.586 -0.928 -0.4 0.0 0.0 0.28
H 1.941 -4.098 2.604 0.2 -0.2 -0.3 0.35
H 3.481 -4.101 1.713 0.4 0.3 0.0 0.34
H 2.105 -4.920 0.995 0.0 0.7 0.4 0.30
H -2.796 1.665 1.836 0.0 -0.8 -0.4 0.02

Record 8
69
Properties=species:S:1:pos:R:3:forces:R:3:mulliken_charge:R:1 method="wB97M-V/def2-TZVPD" homo_lumo_gap_ev=5.689 largest_force_ev_per_a=1.1 charge=+2 e_lumo_ev=-7.52 relative_energy_kcal_mol=9.9 total_energy_ha=-4181.791227
Ti -0.706 -0.013 0.487 -1.0 -0.2 0.1 -1.04
C -1.069 -2.608 -1.207 0.0 0.1 0.0 -0.85
N -0.717 -1.198 -1.520 0.0 0.0 0.1 0.19
C 0.473 -1.234 -2.403 -0.1 0.0 0.0 -1.27
C -1.827 -0.567 -2.274 0.1 0.0 0.0 -0.77
C -3.013 -0.316 -1.347 -0.1 -0.1 0.1 -0.92
N -2.494 -0.260 0.022 0.2 0.2 0.1 1.43
C -3.319 -0.700 1.084 0.2 0.1 -0.2 -0.22
C -2.785 -1.648 1.949 -0.1 0.0 0.1 0.40
F -1.500 -2.056 1.695 0.1 0.1 -0.1 -0.02
C -3.498 -2.156 3.014 0.0 0.0 0.0 -0.21
F -2.931 -3.051 3.810 0.0 0.0 0.0 -0.27
C -4.796 -1.727 3.224 0.0 0.0 0.0 -0.60
C -5.344 -0.794 2.362 0.0 0.1 -0.1 0.20
F -6.582 -0.367 2.547 0.0 0.0 0.0 -0.27
C -4.621 -0.273 1.295 0.0 -0.1 0.2 0.40
F -5.159 0.635 0.487 0.0 0.0 0.0 -0.29
H -1.149 -3.175 -2.137 0.0 0.0 0.0 0.40
H -2.014 -2.658 -0.675 0.0 0.0 0.0 0.28
H -0.286 -3.052 -0.594 0.0 0.0 0.0 0.20
H 0.230 -1.786 -3.313 0.0 0.0 0.0 0.52
H 1.291 -1.740 -1.896 0.0 0.0 0.0 0.38
H 0.768 -0.225 -2.679 0.0 0.0 0.0 0.37
H -2.114 -1.210 -3.110 0.0 0.0 0.0 0.50
H -1.448 0.363 -2.700 0.0 0.0 0.0 0.39
H -3.777 -1.092 -1.418 0.1 -0.1 0.0 0.50
H -3.491 0.634 -1.592 -0.1 0.0 0.0 0.41
H -5.374 -2.109 4.054 0.0 0.0 0.0 0.54
S 0.708 5.776 -3.408 0.0 0.1 -0.1 -0.18
C -0.691 6.698 -3.708 0.0 0.0 0.1 -0.35
C -1.800 6.154 -3.132 0.0 -0.1 0.0 -0.62
C -1.510 4.950 -2.447 0.0 0.1 -0.1 -0.36
C -0.182 4.610 -2.517 0.0 -0.2 0.2 0.19
C 0.477 3.453 -1.913 -0.1 0.1 0.0 0.63
C -0.287 2.453 -1.287 0.0 0.0 0.0 -0.54
N 0.252 1.383 -0.718 0.2 -0.1 0.2 1.54
C 1.603 1.227 -0.701 0.1 0.0 0.1 -0.45
C 2.448 2.178 -1.276 -0.1 0.1 -0.1 0.65
C 3.872 1.988 -1.196 0.0 0.0 0.0 -1.18
C 4.392 0.918 -0.559 -0.1 0.0 0.0 -1.26
C 3.536 -0.067 0.048 0.1 -0.2 0.0 0.46
C 4.023 -1.192 0.731 0.0 0.1 -0.1 -0.75
C 3.161 -2.109 1.309 -0.1 -0.2 0.1 0.79
C 1.780 -1.854 1.177 0.0 0.0 0.0 -0.78
N 1.298 -0.810 0.524 0.0 0.2 0.0 1.37
C 2.153 0.083 -0.040 0.0 0.2 0.0 -0.13
C 3.616 -3.291 2.037 -0.2 0.2 -0.1 0.25
C 2.864 -4.137 2.816 0.2 -0.1 0.1 -0.40
C 3.634 -5.178 3.387 -0.1 0.0 -0.1 -0.61
C 4.946 -5.106 3.026 0.0 0.0 0.0 -0.37
S 5.262 -3.776 2.011 0.1 -0.1 0.0 -0.16
C 1.855 3.287 -1.893 0.1 -0.1 0.1 -0.87
H -0.618 7.604 -4.288 0.0 0.0 0.0 0.48
H -2.784 6.593 -3.198 0.0 0.0 0.0 0.40
H -2.265 4.385 -1.919 0.0 0.0 0.0 0.46
H -1.365 2.532 -1.228 0.0 0.0 0.0 0.23
H 4.517 2.728 -1.652 0.0 0.0 0.0 0.51
H 5.463 0.785 -0.492 0.0 0.0 0.0 0.51
H 5.096 -1.320 0.812 0.0 0.0 0.0 0.50
H 1.049 -2.516 1.622 0.0 0.0 0.0 0.21
H 1.806 -4.024 3.005 0.0 0.0 0.0 0.48
H 3.232 -5.943 4.033 0.0 0.0 0.0 0.40
H 5.751 -5.765 3.309 0.0 0.0 0.0 0.46
H 2.500 4.034 -2.339 0.0 0.0 0.0 0.51
O -1.347 1.839 1.441 0.6 -0.1 0.2 -0.59
Cl -0.480 1.613 2.653 -0.3 -0.8 -0.4 1.87
O 0.812 2.128 2.434 0.0 0.1 0.1 -0.51
O -1.102 2.004 3.835 -0.1 -0.1 -0.1 -0.52
O -0.422 0.071 2.534 0.3 0.7 -0.2 -0.69